--- a ---
Molecular formula: C3H5FOS
Method: DFT, wB97M-V/def2-TZVPD

Cartesian coordinates (Å):
C (1.384, 0.155, -0.015)
C (-0.143, 0.259, 0.180)
C (-1.064, -0.884, -0.015)
H (1.522, 2.032, -0.274)
H (-0.763, 0.883, -0.684)
H (-0.334, 0.746, 1.217)
H (-1.272, -1.534, 0.902)
H (-1.001, -1.441, -1.037)
O (2.095, 1.293, -0.093)
F (-2.410, -0.131, -0.133)
S (1.986, -1.377, -0.048)

Values from the calculation:
HOMO level, eV: -9.08

--- b ---
Molecular formula: C3H5FOS
Method: DFT, wB97M-V/def2-TZVPD

Cartesian coordinates (Å):
C (-1.902, 0.067, -0.120)
C (0.518, 0.444, 0.072)
C (1.690, -0.515, 0.068)
H (-1.884, 1.011, -0.612)
H (-2.463, 0.087, 0.862)
H (-2.289, -0.600, -0.825)
H (1.784, -0.899, 1.068)
H (1.625, -1.448, -0.572)
O (-0.556, -0.367, 0.154)
F (2.888, 0.145, -0.134)
S (0.591, 2.075, 0.037)

Values from the calculation:
HOMO level, eV: -9.11

--- c ---
Molecular formula: C3H5FOS
Method: DFT, wB97M-V/def2-TZVPD

Cartesian coordinates (Å):
C (-0.567, -0.203, 0.542)
C (0.633, 0.544, 0.271)
C (0.828, -0.956, 0.262)
H (-2.244, 1.148, -0.447)
H (-0.818, -0.262, 1.631)
H (0.946, 1.355, 0.926)
H (0.367, 0.537, -1.752)
H (1.371, -1.460, 0.933)
O (0.588, 1.308, -0.944)
F (0.887, -1.558, -0.967)
S (-1.992, -0.455, -0.455)

Values from the calculation:
HOMO level, eV: -9.36

Name the most stable of them. b.

--- a ---
Molecular formula: C2H4ClNO2
Method: DFT, wB97M-V/def2-TZVPD

Cartesian coordinates (Å):
C (0.203, -0.278, 0.695)
C (-0.583, -0.773, -0.500)
N (-2.723, 0.851, 0.052)
O (-2.563, 2.015, -0.021)
O (-3.449, 0.137, 0.662)
Cl (-1.339, -2.295, -0.164)
H (1.048, -0.922, 0.892)
H (-0.345, -0.375, 1.614)
H (0.721, 0.734, 0.633)
H (-0.095, -0.638, -1.530)

Values from the calculation:
HOMO level (spin up / spin down), eV: -10.05 / -8.63

--- b ---
Molecular formula: C2H4ClNO2
Method: DFT, wB97M-V/def2-TZVPD

Cartesian coordinates (Å):
C (1.294, 1.367, -0.139)
C (-1.366, -0.853, 0.130)
N (0.744, 0.101, 0.036)
O (2.303, 1.698, 0.413)
O (-0.371, -0.257, -0.714)
Cl (1.772, -1.213, 0.312)
H (0.707, 1.891, -0.873)
H (-2.297, -1.218, -0.507)
H (-1.954, -0.016, 0.617)
H (-0.832, -1.499, 0.725)

Values from the calculation:
HOMO level, eV: -9.78

Name the most stable of them. b.

--- a ---
Molecular formula: C2H4ClNO2
Method: DFT, wB97M-V/def2-TZVPD

Cartesian coordinates (Å):
C (0.272, 0.776, 0.132)
C (-0.857, -0.189, -0.239)
N (-0.437, -1.227, -0.724)
O (0.397, 0.490, 1.474)
O (1.293, 0.424, -0.704)
Cl (-2.466, 0.187, 0.259)
H (0.305, 1.867, 0.015)
H (1.130, -0.474, -1.107)
H (-0.967, -2.046, -0.862)
H (1.329, 0.193, 1.756)

Values from the calculation:
HOMO level, eV: -10.74

--- b ---
Molecular formula: C2H4ClNO2
Method: DFT, wB97M-V/def2-TZVPD

Cartesian coordinates (Å):
C (-0.734, 1.094, -0.055)
C (0.031, -1.719, -0.557)
N (0.410, 1.178, 0.529)
O (1.292, 1.957, 0.223)
O (0.696, 0.257, 1.488)
Cl (1.276, -1.371, 0.491)
H (-1.268, 0.222, 0.123)
H (-1.076, 1.979, -0.508)
H (0.145, -1.336, -1.634)
H (-0.772, -2.260, -0.101)

Values from the calculation:
HOMO level (spin up / spin down), eV: -8.79 / -8.82

--- c ---
Molecular formula: C2H4ClNO2
Method: DFT, wB97M-V/def2-TZVPD

Cartesian coordinates (Å):
C (1.127, -0.440, -1.739)
C (0.835, 0.618, -0.200)
N (-0.122, -0.197, 0.386)
O (0.106, -1.187, -1.777)
O (2.146, -0.340, -2.375)
Cl (2.449, 0.677, 0.531)
H (0.288, 1.580, -0.532)
H (-0.623, 0.352, 1.074)
H (0.169, -1.045, 0.815)
H (-0.507, -0.930, -1.044)

Values from the calculation:
HOMO level, eV: -9.30

Name the most stable of them. c.

--- a ---
Molecular formula: C5H9N
Method: DFT, wB97M-V/def2-TZVPD

Cartesian coordinates (Å):
C (-2.097, 1.162, -1.405)
N (-1.447, 0.055, -0.774)
C (-0.126, -0.053, -0.297)
C (0.644, -1.096, 0.074)
C (1.992, -0.766, 0.656)
C (2.105, -0.466, 1.970)
H (-2.737, 0.942, -2.292)
H (-2.848, 1.544, -0.703)
H (-1.444, 1.998, -1.825)
H (-2.012, -0.685, -0.523)
H (0.438, 0.907, -0.246)
H (0.337, -2.111, 0.186)
H (2.904, -0.865, 0.114)
H (3.075, -0.119, 2.410)
H (1.216, -0.446, 2.655)

Values from the calculation:
Total charge: +1
HOMO level (spin up / spin down), eV: -14.33 / -14.32
Spin multiplicity: 2

--- b ---
Molecular formula: C5H9N
Method: DFT, wB97M-V/def2-TZVPD

Cartesian coordinates (Å):
C (1.668, 0.904, -0.896)
N (0.923, -0.371, -0.842)
C (-0.109, -0.491, -0.016)
C (-0.365, -1.780, 0.470)
C (-2.148, 0.594, 0.702)
C (-0.852, 0.700, 0.410)
H (1.927, 1.228, 0.107)
H (2.603, 0.669, -1.392)
H (1.194, 1.640, -1.530)
H (1.463, -1.186, -1.102)
H (0.192, -2.636, 0.119)
H (-0.912, -1.838, 1.396)
H (-2.731, 1.451, 1.003)
H (-2.605, -0.386, 0.752)
H (-0.248, 1.503, 0.817)

Values from the calculation:
Total charge: +1
HOMO level (spin up / spin down), eV: -14.52 / -14.87
Spin multiplicity: 2

Name the most stable of them. b.

--- a ---
Molecular formula: C3H11N3O
Method: DFT, wB97M-V/def2-TZVPD

Cartesian coordinates (Å):
C (-0.537, -0.097, 2.684)
C (-0.781, 0.547, 1.323)
N (-0.882, -0.363, 0.179)
C (-0.321, -0.472, -1.123)
N (1.026, -0.953, -0.892)
N (-0.848, -0.305, -2.294)
H (0.480, -0.675, 2.574)
H (-0.276, 0.614, 3.534)
H (-1.328, -0.778, 2.990)
H (-0.138, 1.389, 1.108)
H (-1.725, 1.215, 1.472)
H (-1.972, -0.701, 0.112)
H (1.343, -1.571, -0.178)
H (1.629, -1.011, -1.635)
H (-0.659, -1.159, -2.803)
H (1.977, 1.762, -1.719)
H (1.036, 1.390, -2.822)
O (1.976, 1.167, -2.512)

Values from the calculation:
HOMO level, eV: -9.22

--- b ---
Molecular formula: C3H11N3O
Method: DFT, wB97M-V/def2-TZVPD

Cartesian coordinates (Å):
C (0.152, 0.233, -0.180)
C (-0.596, 0.265, 1.513)
C (0.353, -1.236, -0.032)
N (-0.811, 0.631, -1.126)
N (1.300, 0.996, -0.403)
N (1.005, -1.792, -1.487)
O (-1.787, 1.048, 1.347)
H (-2.198, 1.183, 2.215)
H (-1.048, 1.612, -0.993)
H (-1.683, 0.130, -0.963)
H (1.727, 1.491, 0.370)
H (1.366, 1.359, -1.345)
H (0.478, -1.335, -2.236)
H (1.950, -1.411, -1.579)
H (-0.889, -0.638, 2.058)
H (0.126, 0.803, 2.136)
H (-0.566, -1.812, 0.029)
H (1.123, -1.527, 0.677)

Values from the calculation:
HOMO level, eV: -8.30

Name the most stable of them. a.

--- a ---
Molecular formula: C6H13N2O2
Method: DFT, wB97M-V/def2-TZVPD

Cartesian coordinates (Å):
O (1.860, -1.536, 1.562)
C (0.881, -0.408, 1.427)
C (1.783, 0.964, 1.745)
O (2.961, 0.870, 0.854)
C (2.582, 0.916, -0.566)
C (0.988, 0.684, -0.871)
N (0.300, -0.317, 0.033)
H (1.616, -2.263, 0.915)
H (0.067, -0.582, 2.261)
H (2.098, 0.948, 2.897)
H (1.164, 1.955, 1.606)
H (2.834, 2.021, -0.939)
H (3.209, 0.135, -1.174)
H (0.442, 1.735, -0.731)
H (0.862, 0.355, -2.004)
H (-0.725, -0.050, 0.126)
H (0.285, -1.246, -0.487)
C (-4.110, -1.073, -1.395)
C (-3.417, 0.004, -0.576)
N (-2.842, 0.898, 0.103)
H (-3.458, -1.398, -2.211)
H (-4.341, -1.932, -0.760)
H (-5.039, -0.680, -1.816)

Values from the calculation:
Total charge: +1
HOMO level, eV: -13.88

--- b ---
Molecular formula: C6H13N2O2
Method: DFT, wB97M-V/def2-TZVPD

Cartesian coordinates (Å):
C (3.604, -0.137, 0.020)
C (-1.505, -0.109, 1.513)
C (-2.513, 0.070, -0.828)
C (-0.796, 1.615, -0.267)
C (-0.412, -0.871, -0.670)
C (-1.255, 0.146, 0.028)
N (2.458, -0.259, -0.242)
N (4.903, -0.034, 0.079)
O (1.267, -0.468, 0.114)
O (-0.360, -2.148, -0.346)
H (-0.904, 0.437, 2.185)
H (-1.322, -1.093, 1.902)
H (-2.470, 0.071, 1.936)
H (-3.014, -0.830, -0.765)
H (-2.267, 0.361, -1.853)
H (-3.279, 0.784, -0.600)
H (-1.436, 2.331, 0.267)
H (0.152, 1.804, 0.271)
H (-0.728, 1.724, -1.303)
H (-0.190, -0.890, -1.750)
H (5.460, -0.849, -0.273)
H (5.368, 0.881, 0.187)
H (-0.760, -2.536, 0.395)

Values from the calculation:
Total charge: +1
HOMO level, eV: -13.60

Name the most stable of them. a.

--- a ---
Molecular formula: HN4O3
Method: DFT, wB97M-V/def2-TZVPD

Cartesian coordinates (Å):
N (0.814, -2.767, 0.906)
N (-1.275, -0.829, -1.041)
N (-1.038, -1.809, -1.567)
N (1.488, -2.178, 0.252)
O (0.199, -0.181, -0.150)
O (-2.130, -0.009, -0.818)
O (2.345, -1.743, -0.384)
H (-0.119, 0.638, 0.234)

Values from the calculation:
Total charge: -1
HOMO level, eV: -3.99

--- b ---
Molecular formula: HN4O3
Method: DFT, wB97M-V/def2-TZVPD

Cartesian coordinates (Å):
N (0.625, 0.833, -0.008)
N (-1.803, 0.821, 0.007)
N (-0.724, 0.143, 0.148)
N (1.537, -0.062, -0.042)
O (1.300, -1.282, -0.099)
O (-2.894, 0.160, -0.144)
O (2.700, 0.339, -0.002)
H (-0.742, -0.952, 0.140)

Values from the calculation:
Total charge: -1
HOMO level, eV: -4.68

Name the most stable of them. a.